No. 1
# C47H47Cl2N7O6SeSi2Ti

A structure of composition C47H47Cl2N7O6SeSi2Ti (ωB97M-V/def2-TZVPD, the Open Molecules 2025 dataset).

Results
Net charge: -1
Multiplicity: 2
E_LUMO (spin up / spin down), eV: 1.07 / 1.27
HOMO level (spin up / spin down), eV: -3.504 / -5.192
Calculated total energy, Eh: -7404.5325
Frontier orbital gap (spin up / spin down), eV: 4.577 / 6.464
Relative energy (zero: lowest compared OMol25 entry of this formula, charge and spin), kcal/mol: 34.9

```
113
Properties=species:S:1:pos:R:3:mulliken_spin:R:1
Ti -0.058 0.013 -1.573 0.03
Se 4.443 -4.814 -5.700 0.05
N 4.482 -4.244 -4.011 0.04
C 3.527 -3.340 -3.852 -0.01
C 3.295 -2.629 -2.634 0.08
C 4.092 -2.785 -1.509 0.01
C 3.859 -1.983 -0.404 0.12
C 2.808 -1.068 -0.444 -0.05
N 1.988 -0.924 -1.468 0.10
C 2.221 -1.679 -2.586 0.14
C 1.431 -1.426 -3.718 0.15
N 0.433 -0.487 -3.613 0.11
C -0.181 -0.111 -4.723 -0.05
C 0.063 -0.658 -5.974 0.13
C 1.000 -1.679 -6.092 0.04
C 1.715 -2.066 -4.974 0.07
C 2.750 -3.054 -5.021 -0.01
N 3.086 -3.726 -6.111 0.02
H 4.894 -3.507 -1.531 0.00
H 4.478 -2.052 0.478 0.01
H 2.649 -0.412 0.406 -0.01
H -0.925 0.671 -4.627 0.01
H -0.485 -0.300 -6.831 0.01
H 1.193 -2.165 -7.035 0.00
O -2.999 -4.793 3.263 0.00
C -1.775 -4.781 3.386 0.00
O -1.030 -5.228 4.260 0.00
C -1.017 -4.022 2.233 0.00
C 0.285 -3.584 2.427 0.00
C 0.888 -2.807 1.450 0.00
N 0.288 -2.464 0.320 0.00
C -0.949 -2.927 0.119 0.00
C -1.643 -3.703 1.038 0.00
C -1.602 -2.467 -1.149 0.01
O -2.545 -3.043 -1.655 0.00
O -1.079 -1.378 -1.628 0.01
H 0.787 -3.851 3.346 0.00
H 1.897 -2.428 1.582 0.00
H -2.657 -4.021 0.843 0.00
C -0.963 3.428 0.290 0.00
Si -2.334 2.227 -0.342 0.00
C -3.761 3.461 -0.728 0.00
C -3.047 1.167 1.086 0.00
C -1.802 1.296 -1.936 0.01
C -0.996 2.186 -2.776 0.00
C -1.447 3.235 -3.597 0.00
C -0.541 3.973 -4.324 0.00
C 0.814 3.665 -4.242 0.00
C 1.194 2.633 -3.407 0.00
N 0.325 1.923 -2.699 -0.02
Si -3.300 0.452 -2.805 0.00
C -4.403 1.662 -3.833 0.00
C -4.515 -0.262 -1.519 0.00
C -3.005 -0.952 -4.083 0.01
H -0.593 3.129 1.265 0.00
H -1.330 4.446 0.382 0.00
H -0.111 3.441 -0.386 0.00
H -4.027 4.029 0.157 0.00
H -4.651 2.939 -1.053 0.00
H -3.491 4.173 -1.499 0.00
H -2.629 1.464 2.043 0.00
H -2.821 0.114 0.955 0.00
H -4.124 1.277 1.158 0.00
H -2.501 3.447 -3.640 0.00
H -0.876 4.786 -4.952 0.00
H 1.550 4.216 -4.804 0.00
H 2.235 2.354 -3.316 0.00
H -4.676 2.549 -3.277 0.00
H -5.325 1.155 -4.096 0.00
H -3.939 1.979 -4.760 0.00
H -4.975 0.510 -0.913 0.00
H -4.016 -0.966 -0.864 0.00
H -5.307 -0.802 -2.027 0.00
H -2.924 -0.595 -5.107 0.00
H -3.848 -1.636 -4.038 0.00
H -2.121 -1.535 -3.845 -0.01
C -1.212 -0.307 8.171 0.00
C -0.249 -0.815 7.137 0.00
C 0.631 -1.841 7.456 0.00
C 1.535 -2.325 6.529 0.00
C 1.564 -1.792 5.254 0.00
C 0.682 -0.776 4.916 0.00
N 0.694 -0.240 3.603 0.00
C 1.502 0.758 3.196 0.00
C 2.466 1.316 4.060 0.00
C 3.317 2.307 3.634 0.00
C 3.233 2.811 2.338 0.00
C 2.298 2.281 1.479 0.00
C 1.430 1.264 1.878 0.00
C 0.507 0.725 0.857 0.00
O -0.431 -0.047 1.103 0.00
O 0.725 1.104 -0.352 0.02
C -0.225 -0.274 5.850 0.00
C -1.107 0.866 5.436 0.00
H -1.039 -0.800 9.125 0.00
H -2.239 -0.505 7.863 0.00
H -1.098 0.767 8.315 0.00
H 0.609 -2.267 8.448 0.00
H 2.212 -3.122 6.798 0.00
H 2.268 -2.154 4.522 0.00
H 0.003 -0.563 2.930 0.00
H 2.525 0.948 5.073 0.00
H 4.066 2.698 4.309 0.00
H 3.890 3.608 2.020 0.00
H 2.204 2.640 0.465 0.00
H -1.429 0.742 4.404 0.00
H -0.548 1.801 5.507 0.00
H -1.987 0.949 6.064 0.00
Cl 5.463 3.912 -2.441 0.00
C 4.313 3.196 -1.310 0.00
Cl 3.967 1.485 -1.700 0.00
H 3.385 3.763 -1.378 0.00
H 4.750 3.241 -0.314 0.00
```

No. 2
# C5H8N4O2

A structure of composition C5H8N4O2 (ωB97M-V/def2-TZVPD, the Open Molecules 2025 dataset).

Results
Net charge: 0
E_LUMO, eV: 0.28
HOMO level, eV: -8.026
Calculated total energy, Eh: -564.6112
Frontier orbital gap, eV: 8.304
Relative energy (zero: lowest compared OMol25 entry of this formula, charge and spin), kcal/mol: 169.9

```
19
Properties=species:S:1:pos:R:3:nbo_charge:R:1
C -1.617 2.283 -0.075 -0.12
C -2.310 1.121 0.004 -0.08
C 0.195 0.865 -0.348 0.71
C 2.414 -1.373 0.712 -0.62
C 1.708 -0.915 -0.545 -0.25
N 1.252 0.352 -0.608 -0.44
N -0.232 2.143 -0.162 -0.62
N -1.522 0.033 -0.143 -0.38
N -1.981 -1.256 -0.036 0.63
O -3.150 -1.447 0.280 -0.41
O -1.167 -2.121 -0.353 -0.42
H -2.112 3.290 0.210 0.23
H -3.431 1.068 0.252 0.25
H 2.913 -2.383 0.662 0.23
H 3.309 -0.777 0.866 0.21
H 2.005 -1.268 1.672 0.22
H 0.888 -1.608 -0.899 0.24
H 2.480 -0.974 -1.400 0.19
H 0.358 2.968 -0.090 0.44
```

No. 3
# C3H10N2O2

A cluster of 2 separate species, C3H10N2O2 in total (ωB97M-V/def2-TZVPD, the Open Molecules 2025 dataset).

Results
Net charge: 0
E_LUMO, eV: -3.50
HOMO level, eV: -7.559
Calculated total energy, Eh: -380.0174
Frontier orbital gap, eV: 4.062
Relative energy (zero: lowest compared OMol25 entry of this formula, charge and spin), kcal/mol: 200.3

```
17
Properties=species:S:1:pos:R:3:nbo_charge:R:1
N -1.696 1.321 -1.413 -0.90
C -0.724 0.339 -1.604 0.30
C -0.479 -0.666 -0.544 0.11
N 0.817 -0.621 -0.012 -0.52
C 1.248 0.718 0.436 -0.47
O -1.350 -0.602 0.639 -0.71
H -2.536 0.857 -1.101 0.41
H -1.504 2.253 -1.090 0.43
H -0.674 -1.612 -1.067 0.22
H -0.679 -0.187 -2.554 0.19
H 1.244 -1.226 0.737 0.48
H 0.592 1.116 1.219 0.21
H 1.412 1.509 -0.291 0.18
H 2.159 0.405 0.939 0.29
H -2.241 -0.921 0.432 0.46
H 2.213 -1.707 2.955 0.43
O 2.199 -0.976 2.318 -1.09
```

No. 4
# C43H53ClF4N4O6PS

A cluster of 5 separate species, C43H53ClF4N4O6PS in total (ωB97M-V/def2-TZVPD, the Open Molecules 2025 dataset).

Results
Net charge: +1
E_LUMO, eV: -3.48
HOMO level, eV: -10.687
Calculated total energy, Eh: -3939.6731
Frontier orbital gap, eV: 7.209

```
113
Properties=species:S:1:pos:R:3:lowdin_charge:R:1
C 2.104 2.283 4.840 0.00
C 3.304 1.403 4.711 -0.49
O 4.251 1.393 5.440 0.16
O 3.249 0.498 3.647 -0.06
C 3.886 0.977 2.479 -0.20
C 3.884 -0.129 1.447 -0.17
N 2.550 -0.787 1.323 -0.18
P 1.315 0.356 0.712 0.35
S 0.133 1.231 1.928 0.28
C 2.589 -1.950 0.592 -0.43
N 3.614 -2.310 -0.266 0.10
C 3.596 -1.633 -1.594 -0.20
O 4.789 -0.956 -1.748 -0.08
C 5.556 -1.221 -2.937 -0.21
O 6.881 -1.360 -2.620 -0.08
C 7.570 -0.140 -2.342 -0.17
C 8.538 0.210 -3.449 -0.22
O 7.818 0.970 -4.415 -0.06
N 1.585 -2.793 0.666 -0.39
Cl 0.280 -2.475 1.684 0.88
C 1.415 -3.968 -0.219 -0.16
C 0.691 -3.507 -1.479 -0.16
C 0.808 -4.419 -2.708 -0.19
N -0.248 -4.198 -3.688 -0.05
C 0.029 -3.089 -4.593 -0.15
C 0.024 -1.712 -3.944 -0.16
C 1.102 -0.847 -4.097 -0.06
C 1.141 0.400 -3.480 -0.12
C 0.071 0.805 -2.693 -0.11
C -1.032 -0.029 -2.547 -0.01
C -1.053 -1.271 -3.167 -0.28
O -2.151 -2.079 -3.081 0.05
H 1.671 2.526 3.871 0.03
H 2.383 3.198 5.352 0.08
H 1.340 1.748 5.406 0.11
H 4.936 1.198 2.696 0.14
H 3.417 1.899 2.113 0.12
H 4.205 0.286 0.486 0.12
H 4.618 -0.876 1.740 0.14
H 2.147 1.198 -0.038 0.02
H 0.699 -0.475 -0.229 -0.03
H 4.531 -2.221 0.153 0.14
H 3.443 -2.384 -2.373 0.12
H 2.744 -0.943 -1.635 0.11
H 5.395 -0.391 -3.629 0.14
H 5.226 -2.171 -3.361 0.14
H 6.865 0.685 -2.219 0.13
H 8.103 -0.261 -1.397 0.13
H 8.926 -0.713 -3.889 0.13
H 9.383 0.775 -3.044 0.12
H 8.414 1.232 -5.121 0.09
H 0.813 -4.682 0.339 0.12
H 2.394 -4.403 -0.400 0.13
H 1.066 -2.518 -1.742 0.08
H -0.368 -3.369 -1.239 0.11
H 1.747 -4.175 -3.213 0.11
H 0.850 -5.472 -2.422 0.12
H -1.148 -4.059 -3.252 0.10
H -0.685 -3.101 -5.419 0.13
H 1.014 -3.248 -5.032 0.11
H 1.944 -1.156 -4.706 0.12
H 1.980 1.065 -3.633 0.11
H 0.076 1.784 -2.230 0.11
H -1.891 0.292 -1.968 0.13
H -2.579 -1.986 -2.221 0.08
F -0.157 4.357 5.558 0.04
C -0.317 4.848 6.812 -0.28
C -1.553 5.343 7.171 -0.02
C -1.715 5.843 8.455 -0.08
C -0.653 5.842 9.348 -0.09
C 0.579 5.339 8.958 -0.08
C 0.757 4.832 7.678 -0.02
H -2.364 5.337 6.456 0.12
H -2.678 6.233 8.756 0.11
H -0.786 6.235 10.347 0.10
H 1.410 5.339 9.650 0.11
H 1.709 4.432 7.358 0.11
F -2.888 -2.388 -0.385 0.01
C -3.769 -2.753 0.596 -0.26
C -3.255 -3.322 1.739 -0.03
C -4.131 -3.691 2.749 -0.07
C -5.495 -3.490 2.586 -0.08
C -5.983 -2.918 1.418 -0.06
C -5.115 -2.538 0.404 0.00
H -2.185 -3.457 1.803 0.06
H -3.749 -4.136 3.657 0.11
H -6.179 -3.784 3.371 0.11
H -7.046 -2.766 1.291 0.10
H -5.471 -2.087 -0.512 0.12
F -9.753 -2.030 1.790 0.05
C -9.660 -1.054 2.721 -0.28
C -10.634 -0.078 2.770 -0.01
C -10.520 0.915 3.731 -0.08
C -9.447 0.925 4.613 -0.09
C -8.481 -0.068 4.537 -0.08
C -8.586 -1.072 3.585 -0.02
H -11.458 -0.104 2.070 0.12
H -11.276 1.687 3.790 0.11
H -9.366 1.704 5.358 0.10
H -7.642 -0.064 5.219 0.10
H -7.852 -1.863 3.509 0.09
F 0.135 3.116 -4.915 0.04
C 0.226 3.041 -6.263 -0.28
C 0.441 4.197 -6.983 -0.02
C 0.534 4.104 -8.364 -0.08
C 0.409 2.874 -8.996 -0.09
C 0.189 1.729 -8.244 -0.08
C 0.098 1.804 -6.861 -0.02
H 0.530 5.144 -6.469 0.12
H 0.705 4.998 -8.948 0.11
H 0.479 2.810 -10.073 0.10
H 0.085 0.770 -8.735 0.11
H -0.073 0.926 -6.251 0.10
```

No. 5
# C4H8S3

A structure of composition C4H8S3 (ωB97M-V/def2-TZVPD, the Open Molecules 2025 dataset).

Results
Net charge: 0
E_LUMO, eV: -0.87
HOMO level, eV: -8.425
Calculated total energy, Eh: -1351.6800
Frontier orbital gap, eV: 7.553
Relative energy (zero: lowest compared OMol25 entry of this formula, charge and spin), kcal/mol: 49.9

```
15
Properties=species:S:1:pos:R:3:nbo_charge:R:1
C 0.112 0.772 -1.630 -0.27
C 0.601 -0.042 -0.703 -0.12
C -0.162 -1.253 -0.229 -0.64
C 1.727 0.295 0.077 -0.24
S -3.259 0.233 1.503 -0.31
S 2.529 -0.321 1.295 0.08
S 2.735 1.698 -0.635 -0.05
H 0.586 1.653 -1.712 0.20
H -0.666 0.462 -2.270 0.20
H -0.742 -0.961 0.603 0.23
H 0.504 -2.061 0.179 0.24
H -0.807 -1.392 -1.048 0.21
H -3.317 -1.168 1.601 0.16
H -3.615 0.259 2.846 0.16
H 3.773 1.826 0.124 0.14
```